Run i
The following is a DFT calculation (the ωB97M-V functional and the def2-TZVPD basis) of 2 unconnected molecules or ions with the total composition C5H11N2S.

Output
charge = +1
HOMO-LUMO gap (alpha / beta) = 0.272 / 0.273 Eh

Structure (XYZ):
```
19
Properties=species:S:1:pos:R:3:mulliken_charge:R:1
C 1.700 0.241 1.032 -0.079
C -0.340 0.888 -0.319 0.581
C 0.240 -1.440 -1.056 -1.010
C -1.156 -1.083 1.006 -1.703
C -0.368 -0.464 -0.086 0.761
N -1.171 1.715 0.318 -0.402
N 0.478 1.383 -1.285 -0.397
S 2.924 -0.370 0.281 -0.068
H 1.665 0.713 2.013 0.359
H 1.335 -1.480 -0.792 0.138
H 0.021 -1.137 -2.087 0.352
H -0.118 -2.490 -0.774 0.365
H -0.564 -1.303 1.840 0.354
H -1.467 -2.011 0.633 0.412
H -1.971 -0.551 1.295 0.495
H -2.037 1.501 0.847 0.208
H -1.041 2.683 0.020 0.211
H 1.331 0.810 -1.364 0.178
H 0.538 2.396 -1.521 0.245
```

---

Run ii
The following is a DFT calculation (the ωB97M-V functional and the def2-TZVPD basis) of a gas-phase ion, C5H11N2S (charge +1).

Output
charge = +1
SMILES string = CN1CC[NH2+][C@@]12CS2
HOMO-LUMO gap = 0.358 Eh

Structure (XYZ):
```
19
Properties=species:S:1:pos:R:3:mulliken_charge:R:1
C -1.217 0.092 -0.850 -0.750
C -1.118 1.519 -0.285 -0.573
C 1.800 -0.299 1.264 -1.039
C 0.623 0.031 0.405 0.275
C -0.311 -2.093 -0.348 -0.916
N -0.456 -0.740 0.030 0.040
N 0.329 1.513 0.376 -0.027
S 2.329 -0.003 -0.512 -0.086
H -2.227 -0.320 -0.997 0.516
H -0.989 0.169 -1.901 0.388
H -1.214 2.326 -0.994 0.381
H -1.809 1.658 0.661 0.298
H 1.996 0.529 1.924 0.334
H 1.943 -1.274 1.613 0.376
H -0.545 -2.220 -1.392 0.356
H 0.718 -2.236 -0.203 0.426
H -0.994 -2.755 0.307 0.237
H 0.912 2.027 -0.271 0.434
H 0.231 2.074 1.171 0.328
```

---

Stability, lowest: run i

---

Run i
The following is a DFT calculation (the ωB97M-V functional and the def2-TZVPD basis) of a molecular structure, C3H5O3Sm.

Output
multiplicity = 7
charge = +1
⟨S²⟩ = 12.01
HOMO-LUMO gap (alpha / beta) = 0.285 / 0.308 Eh

Structure (XYZ):
```
12
Properties=species:S:1:pos:R:3:mulliken_charge:R:1
Sm -2.268 -1.713 -1.214 1.623
O -2.140 -0.651 1.012 -0.718
O 0.030 -0.229 1.288 -0.287
C 1.044 0.399 0.491 -0.439
C 0.828 -0.112 -0.940 -0.280
O -0.535 -0.118 -1.197 -0.850
C -1.195 0.145 0.946 0.387
H 0.909 1.490 0.535 0.304
H 2.013 0.118 0.915 0.309
H 1.282 -1.117 -1.025 0.253
H 1.379 0.558 -1.626 0.289
H -1.348 1.230 0.815 0.409
```

---

Run ii
The following is a DFT calculation (the ωB97M-V functional and the def2-TZVPD basis) of a molecular structure, C3H5O3Sm.

Output
multiplicity = 7
charge = +1
⟨S²⟩ = 12.01
HOMO-LUMO gap (alpha / beta) = 0.176 / 0.181 Eh

Structure (XYZ):
```
12
Properties=species:S:1:pos:R:3:mulliken_charge:R:1
H -0.645 1.194 1.381 0.267
C -1.036 0.236 0.986 -0.339
C 0.133 -0.611 0.538 -0.419
O 0.974 0.155 -0.347 -0.128
C 1.880 -0.495 -1.019 -0.412
O 2.514 0.409 -1.739 -0.321
H -1.544 -0.325 1.793 0.309
H -0.200 -1.538 0.056 0.377
H 3.145 -0.041 -2.314 0.455
H 0.720 -0.833 1.450 0.315
Sm -4.049 1.421 -0.687 1.670
O -1.892 0.428 -0.098 -0.775
```

---

Stability, lowest: run ii